Entry i
Entry from the Open Molecules 2025 dataset: C3H4S2 in the gas phase (wB97M-V/def2-TZVPD).

Calculated values
HOMO energy = -9.05 eV
SMILES = CC(=S)C=S

Structure (ORCA input):
```
! wB97M-V def2-TZVPD RIJCOSX def2/J DEFGRID3
* xyz 0 1
C -0.110 1.118 -0.092
C -0.506 -0.377 0.016
S -1.977 -0.976 -0.304
C 0.579 -1.275 0.201
S 2.098 -0.780 -0.325
H -1.069 1.650 0.014
H 0.418 1.405 0.788
H 0.241 1.362 -1.044
H 0.325 -2.127 0.747
*
```

Results of the Löwdin charge analysis, in e, for atoms 1 through 8: -0.16, -0.92, 0.78, -0.64, 0.72, 0.07, 0.07, 0.05



Entry ii
Entry from the Open Molecules 2025 dataset: C3H4S2 in the gas phase (wB97M-V/def2-TZVPD).

Calculated values
HOMO energy (spin up / spin down) = -7.85 / -7.94 eV

Structure (ORCA input):
```
! wB97M-V def2-TZVPD RIJCOSX def2/J DEFGRID3
* xyz 0 1
C 1.487 -0.984 -0.104
C -0.817 -0.021 -0.076
C 0.722 0.129 0.004
S 3.178 -0.806 0.000
S -2.038 -1.485 0.021
H 1.027 -1.921 -0.105
H -1.367 0.501 0.665
H -0.979 0.438 -1.123
H 1.227 1.077 0.289
*
```

Results of the Löwdin charge analysis, in e, for atoms 1 through 8: -0.62, -0.62, -0.18, 0.70, 0.45, 0.03, 0.01, 0.12



Most stable structure - entry i; separation to the second - 0.1210 hartree.



Entry i
Entry from the Open Molecules 2025 dataset: 6 unconnected molecules or ions with the total composition C6H24O6 (wB97M-V/def2-TZVPD).

Calculated values
HOMO energy = -9.50 eV
SMILES = CO.CO.CO.CO.CO.CO

Structure (ORCA input):
```
! wB97M-V def2-TZVPD RIJCOSX def2/J DEFGRID3
* xyz 0 1
C -1.531 -2.237 -2.602
O -1.430 -2.118 -4.032
H -1.928 -3.211 -2.315
H -0.516 -2.142 -2.216
H -2.196 -1.488 -2.172
H -1.016 -2.879 -4.444
C 2.528 -2.204 2.340
O 1.821 -1.033 2.636
H 3.558 -2.074 2.671
H 2.124 -3.085 2.838
H 2.460 -2.340 1.261
H 1.001 -1.015 2.137
C -3.562 -2.227 1.216
O -3.067 -1.098 0.591
H -3.695 -2.969 0.429
H -2.894 -2.736 1.911
H -4.547 -2.136 1.674
H -3.686 -0.728 -0.043
C 3.341 2.548 -1.253
O 2.935 2.327 -2.557
H 3.273 3.625 -1.101
H 2.671 1.995 -0.595
H 4.382 2.266 -1.095
H 2.020 2.552 -2.738
C 0.261 -0.028 0.075
O -0.415 -0.807 1.095
H 1.112 -0.545 -0.367
H -0.419 0.297 -0.712
H 0.684 0.899 0.462
H -1.360 -0.831 0.930
C -0.119 4.194 0.821
O -1.007 3.075 0.921
H 0.473 4.227 1.736
H 0.419 4.055 -0.116
H -0.693 5.120 0.789
H -0.983 2.751 1.825
*
```

Results of the Löwdin charge analysis, in e, for atoms 1 through 8: -0.15, -0.13, 0.07, 0.07, 0.07, 0.07, -0.18, -0.13



Entry ii
Entry from the Open Molecules 2025 dataset: 6 unconnected molecules or ions with the total composition C6H24O6 (wB97M-V/def2-TZVPD).

Calculated values
HOMO energy = -9.74 eV
SMILES = CO.CO.CO.CO.CO.CO

Structure (ORCA input):
```
! wB97M-V def2-TZVPD RIJCOSX def2/J DEFGRID3
* xyz 0 1
C 3.414 0.402 -0.683
O 4.504 0.115 -1.570
H 2.475 0.008 -1.081
H 3.623 -0.028 0.295
H 3.299 1.481 -0.607
H 4.302 -0.682 -2.062
C 1.665 -3.274 1.698
O 0.521 -3.977 2.169
H 2.455 -3.228 2.443
H 2.005 -3.703 0.752
H 1.368 -2.250 1.452
H 0.772 -4.464 2.956
C -0.555 0.057 0.012
O 0.119 1.299 0.205
H -0.254 -0.441 -0.916
H -0.317 -0.610 0.841
H -1.641 0.195 -0.014
H -0.058 1.817 -0.600
C -4.805 -0.535 -0.829
O -5.559 -1.304 -1.760
H -4.691 -1.153 0.058
H -3.809 -0.296 -1.208
H -5.345 0.383 -0.584
H -5.431 -0.984 -2.655
C -1.358 3.113 -2.931
O -0.211 2.595 -2.266
H -2.240 2.641 -2.507
H -1.446 4.196 -2.853
H -1.328 2.852 -3.996
H 0.527 3.200 -2.385
C 1.275 0.381 3.459
O 2.004 0.605 2.270
H 0.211 0.563 3.323
H 1.413 -0.657 3.790
H 1.717 0.995 4.245
H 1.378 0.689 1.539
*
```

Results of the Löwdin charge analysis, in e, for atoms 1 through 8: -0.15, -0.13, 0.07, 0.07, 0.08, 0.06, -0.16, -0.12



Most stable structure - entry ii; separation to the second - 0.0176 hartree.



Entry i
Entry from the Open Molecules 2025 dataset: C11H14N2O2 in the gas phase (wB97M-V/def2-TZVPD).

Calculated values
HOMO energy = -7.38 eV
SMILES = C=C(C)c1ccccc1N(C)/C=[N+](\[O-])O

Structure (ORCA input):
```
! wB97M-V def2-TZVPD RIJCOSX def2/J DEFGRID3
* xyz 0 1
C 0.851 2.289 -0.893
C 0.191 1.696 0.105
C 0.603 1.796 1.498
C -0.784 0.681 -0.261
C -1.972 1.111 -0.891
C -2.980 0.238 -1.274
C -2.770 -1.130 -1.166
C -1.628 -1.591 -0.512
C -0.632 -0.748 -0.071
N 0.450 -1.262 0.617
C 0.166 -2.137 1.791
C 1.768 -0.994 0.334
N 2.178 -0.597 -0.867
O 1.447 -0.363 -1.840
O 3.482 -0.081 -0.797
H 1.613 3.111 -0.568
H 0.549 2.023 -1.935
H 1.616 2.038 1.673
H 0.515 0.857 2.058
H 0.005 2.616 2.092
H -1.975 2.193 -1.141
H -3.872 0.609 -1.639
H -3.574 -1.928 -1.404
H -1.462 -2.718 -0.424
H -0.090 -3.193 1.245
H 0.913 -2.248 2.624
H -0.783 -1.685 2.180
H 2.553 -1.082 1.060
H 3.621 0.498 -1.596
*
```

Results of the Löwdin charge analysis, in e, for atoms 1 through 8: 0.05, -0.38, -0.07, -0.13, -0.02, -0.09, -0.08, -0.04



Entry ii
Entry from the Open Molecules 2025 dataset: C11H14N2O2 in the gas phase (wB97M-V/def2-TZVPD).

Calculated values
HOMO energy = -7.54 eV
SMILES = N/C=C1\C=CC=C[C@@]12CC[C@@]2(N)C(=O)O

Structure (ORCA input):
```
! wB97M-V def2-TZVPD RIJCOSX def2/J DEFGRID3
* xyz 0 1
N -0.738 -2.446 -2.507
C -0.307 -1.224 -2.008
C -0.060 -0.846 -0.736
C -0.166 -1.819 0.358
C 0.861 -1.833 1.261
C 2.045 -1.035 1.048
C 1.920 -0.003 0.225
C 0.608 0.382 -0.292
C 0.558 1.595 -1.202
C -0.104 2.531 -0.231
C -0.320 1.296 0.743
N 0.263 1.572 2.107
C -1.821 0.762 0.865
O -2.561 1.029 -0.094
O -2.172 0.052 1.924
H -1.198 -2.486 -3.406
H -1.104 -3.146 -1.854
H -0.069 -0.556 -2.860
H -1.059 -2.533 0.283
H 0.904 -2.440 2.152
H 2.997 -1.372 1.516
H 2.773 0.659 -0.051
H 1.365 1.928 -1.660
H -0.244 1.276 -2.002
H 0.524 3.139 0.337
H -0.871 3.071 -0.625
H 1.326 1.449 2.041
H -0.196 1.018 2.831
H -3.153 -0.020 1.836
*
```

Results of the Löwdin charge analysis, in e, for atoms 1 through 8: 0.07, -0.11, -0.23, -0.03, -0.09, -0.10, -0.06, -0.35



Most stable structure - entry ii; separation to the second - 0.1038 hartree.



Entry i
Entry from the Open Molecules 2025 dataset: 2 unconnected molecules or ions with the total composition C12H18 (wB97M-V/def2-TZVPD).

Calculated values
HOMO energy = -8.75 eV
SMILES = C=C(C)C#CC.C=C/C=C/CC

Structure (ORCA input):
```
! wB97M-V def2-TZVPD RIJCOSX def2/J DEFGRID3
* xyz 0 1
C -1.057 -1.763 1.503
C -0.732 -2.641 0.553
C 0.657 -2.657 -0.069
C -1.640 -3.679 0.128
C -2.366 -4.606 -0.113
C -3.116 -5.839 -0.449
H -2.056 -1.708 1.946
H -0.350 -1.005 1.851
H 1.300 -1.906 0.390
H 1.135 -3.630 0.067
H 0.611 -2.474 -1.157
H -3.075 -6.543 0.378
H -2.675 -6.269 -1.346
H -4.166 -5.613 -0.647
C 4.026 4.653 -0.888
C 2.889 4.734 -0.192
C 1.616 4.105 -0.563
C 0.934 3.204 0.142
C -0.447 2.777 -0.218
C -0.840 1.380 0.257
H 4.016 4.299 -1.922
H 4.953 5.096 -0.512
H 2.849 5.234 0.767
H 1.234 4.350 -1.554
H 1.372 2.815 1.082
H -0.593 2.857 -1.322
H -1.211 3.449 0.260
H -0.237 0.567 -0.175
H -1.878 1.170 -0.011
H -0.780 1.299 1.355
*
```

Results of the Löwdin charge analysis, in e, for atoms 1 through 8: 0.03, -0.38, -0.07, -0.02, -0.06, -0.10, 0.08, 0.06



Entry ii
Entry from the Open Molecules 2025 dataset: C12H18 in the gas phase (wB97M-V/def2-TZVPD).

Calculated values
HOMO energy = -7.60 eV
SMILES = Cc1c(C)c(C)c(C)c(C)c1C

Structure (ORCA input):
```
! wB97M-V def2-TZVPD RIJCOSX def2/J DEFGRID3
* xyz 0 1
C 3.176 0.018 0.058
C 1.707 -0.027 0.015
C 0.743 1.096 0.003
C 1.382 2.467 -0.052
C -0.731 1.106 0.023
C -1.354 2.486 0.019
C -1.707 -0.007 0.025
C -3.176 0.040 0.028
C -0.750 -1.126 0.006
C -1.366 -2.507 -0.022
C 0.740 -1.136 0.010
C 1.339 -2.525 -0.008
H 3.605 -0.979 0.113
H 3.507 0.579 0.933
H 3.571 0.507 -0.834
H 2.439 2.383 -0.266
H 1.277 2.998 0.895
H 0.942 3.087 -0.827
H -0.883 3.159 0.734
H -2.409 2.428 0.267
H -1.278 2.945 -0.971
H -3.603 -0.934 0.252
H -3.544 0.361 -0.948
H -3.536 0.745 0.777
H -1.106 -3.078 0.870
H -1.035 -3.077 -0.889
H -2.448 -2.450 -0.073
H 1.052 -3.098 0.874
H 2.424 -2.481 -0.029
H 1.026 -3.087 -0.887
*
```

Results of the Löwdin charge analysis, in e, for atoms 1 through 8: -0.06, -0.15, -0.16, -0.08, -0.16, -0.08, -0.15, -0.06



Most stable structure - entry ii; separation to the second - 0.0653 hartree.